No. 1
Computed, not measured: a 13-piece molecular cluster, C59H152N8O19 overall, with ωB97M-V with the def2-TZVPD basis set.

Values from the calculation:
- Orbital gap: 9.02 eV
- DFT total energy: -4206.453039 Eh
- HOMO energy: -8.4 eV
- Molecular weight: 1277.90 g mol⁻¹
- E_LUMO: 0.64 eV
- Energy above the lowest of the compared OMol25 structures with the same formula, charge and spin: 0.0 kJ/mol

CARTESIAN COORDINATES (ANGSTROEM)
C (-2.399, 1.263, 0.301)
C (-1.018, 1.252, -0.331)
C (-0.137, 0.154, 0.196)
O (-1.146, 1.169, -1.758)
H (-3.062, 1.982, -0.191)
H (-2.364, 1.611, 1.343)
H (-2.900, 0.294, 0.252)
H (-0.521, 2.215, -0.159)
H (-0.622, -0.832, 0.191)
H (0.219, 0.359, 1.208)
H (0.736, 0.021, -0.452)
H (-1.986, 0.708, -1.963)
C (4.252, 0.380, -5.526)
C (3.568, -0.310, -4.397)
C (2.042, -0.195, -4.477)
O (3.899, -1.727, -4.347)
H (4.135, 1.454, -5.454)
H (3.857, 0.079, -6.500)
H (5.315, 0.126, -5.508)
H (3.874, 0.121, -3.441)
H (1.656, -0.746, -3.618)
H (1.692, -0.709, -5.381)
H (1.668, 0.823, -4.442)
H (3.497, -2.143, -5.118)
C (-7.139, -0.057, 3.911)
C (-6.898, -0.118, 2.419)
C (-5.630, 0.621, 2.044)
O (-6.705, -1.490, 1.988)
H (-8.060, -0.596, 4.180)
H (-7.381, 0.975, 4.182)
H (-6.307, -0.491, 4.457)
H (-7.750, 0.294, 1.859)
H (-5.560, 1.614, 2.476)
H (-5.661, 0.743, 0.955)
H (-4.808, -0.065, 2.251)
H (-7.265, -2.058, 2.525)
C (-2.735, -2.121, -1.598)
C (-3.909, -1.512, -2.326)
C (-5.213, -1.676, -1.615)
O (-3.571, -0.105, -2.464)
H (-1.814, -1.716, -2.005)
H (-2.716, -3.212, -1.704)
H (-2.800, -1.950, -0.523)
H (-4.013, -1.922, -3.342)
H (-5.249, -1.153, -0.655)
H (-5.483, -2.722, -1.447)
H (-6.019, -1.236, -2.215)
H (-4.305, 0.425, -2.860)
C (1.353, 3.127, 2.045)
C (2.431, 2.269, 2.664)
C (3.742, 3.006, 2.826)
O (1.951, 1.806, 3.942)
H (0.369, 2.658, 2.089)
H (1.589, 3.387, 1.011)
H (1.272, 4.060, 2.614)
H (2.563, 1.357, 2.050)
H (4.521, 2.321, 3.171)
H (3.642, 3.858, 3.498)
H (4.088, 3.404, 1.862)
H (2.560, 1.036, 4.180)
C (2.727, -2.542, 8.468)
O (1.746, -3.000, 7.592)
C (0.679, -3.615, 8.250)
C (-0.376, -3.956, 7.247)
N (-1.058, -2.762, 6.819)
C (-2.078, -2.939, 5.843)
C (-2.373, -1.618, 5.170)
O (-1.198, -1.215, 4.497)
C (-1.326, 0.077, 3.916)
H (3.366, -3.379, 8.792)
H (2.315, -2.077, 9.370)
H (3.345, -1.856, 7.897)
H (0.274, -2.979, 9.047)
H (1.041, -4.551, 8.712)
H (-1.072, -4.679, 7.682)
H (0.102, -4.469, 6.387)
H (-0.381, -2.073, 6.517)
H (-3.031, -3.259, 6.294)
H (-1.851, -3.707, 5.079)
H (-2.615, -0.852, 5.917)
H (-3.219, -1.759, 4.479)
H (-0.350, 0.565, 3.861)
H (-2.004, 0.724, 4.490)
H (-1.733, 0.000, 2.895)
C (4.396, 1.793, -9.033)
O (4.704, 2.547, -7.878)
C (4.591, 3.934, -8.111)
C (5.027, 4.709, -6.898)
N (4.230, 4.393, -5.745)
C (4.911, 4.853, -4.516)
C (4.111, 4.634, -3.277)
O (4.184, 3.270, -2.932)
C (3.295, 2.935, -1.927)
H (5.133, 1.994, -9.834)
H (3.382, 1.967, -9.412)
H (4.531, 0.733, -8.813)
H (3.549, 4.187, -8.364)
H (5.212, 4.242, -8.974)
H (4.931, 5.787, -7.065)
H (6.110, 4.557, -6.728)
H (4.165, 3.379, -5.664)
H (5.071, 5.931, -4.649)
H (5.899, 4.384, -4.387)
H (3.099, 5.042, -3.388)
H (4.551, 5.197, -2.432)
H (3.575, 3.395, -0.961)
H (3.277, 1.857, -1.829)
H (2.284, 3.315, -2.138)
C (2.509, -3.194, 1.725)
O (3.043, -2.390, 2.754)
C (2.050, -1.761, 3.604)
C (2.755, -1.341, 4.860)
N (3.694, -0.250, 4.604)
C (4.380, 0.299, 5.760)
C (5.701, -0.414, 6.065)
O (5.482, -1.696, 6.560)
C (6.673, -2.402, 6.823)
H (1.750, -3.882, 2.111)
H (3.315, -3.790, 1.299)
H (2.094, -2.555, 0.934)
H (1.281, -2.491, 3.902)
H (1.553, -0.949, 3.051)
H (3.301, -2.206, 5.255)
H (1.990, -1.071, 5.593)
H (4.424, -0.561, 3.957)
H (3.751, 0.269, 6.655)
H (4.649, 1.341, 5.569)
H (6.289, 0.203, 6.769)
H (6.251, -0.451, 5.105)
H (7.275, -1.884, 7.579)
H (7.262, -2.534, 5.900)
H (6.416, -3.408, 7.148)
C (10.074, -2.797, 2.743)
O (8.731, -3.084, 2.700)
C (7.937, -1.898, 2.808)
C (6.494, -2.289, 2.638)
N (5.627, -1.119, 2.408)
C (5.869, -0.363, 1.181)
C (5.157, -0.851, -0.034)
O (5.762, -2.065, -0.380)
C (5.369, -2.604, -1.623)
H (10.348, -2.280, 3.670)
H (10.395, -2.208, 1.870)
H (10.606, -3.746, 2.671)
H (8.259, -1.188, 2.041)
H (8.127, -1.474, 3.809)
H (6.161, -2.790, 3.552)
H (6.412, -3.014, 1.818)
H (4.656, -1.480, 2.366)
H (6.924, -0.302, 0.929)
H (5.559, 0.670, 1.386)
H (5.344, -0.118, -0.841)
H (4.075, -0.932, 0.129)
H (4.365, -3.037, -1.605)
H (6.055, -3.447, -1.771)
H (5.544, -1.926, -2.458)
C (-2.124, -3.053, 1.970)
O (-3.038, -4.095, 2.117)
C (-2.440, -5.319, 1.880)
C (-3.367, -6.431, 2.358)
N (-2.631, -7.716, 2.290)
C (-3.496, -8.840, 2.669)
C (-2.776, -10.143, 2.571)
O (-3.609, -11.125, 3.143)
C (-3.446, -12.393, 2.558)
H (-1.519, -3.134, 1.052)
H (-1.394, -3.023, 2.793)
H (-2.635, -2.091, 1.965)
H (-1.478, -5.401, 2.410)
H (-2.279, -5.449, 0.799)
H (-4.250, -6.481, 1.727)
H (-3.637, -6.160, 3.395)
H (-1.910, -7.642, 3.007)
H (-4.356, -8.871, 2.002)
H (-3.874, -8.752, 3.701)
H (-1.804, -10.105, 3.078)
H (-2.620, -10.367, 1.510)
H (-4.146, -13.074, 3.047)
H (-2.435, -12.788, 2.744)
H (-3.655, -12.417, 1.482)
C (-7.461, 3.309, 0.034)
O (-7.008, 2.957, -1.230)
C (-5.581, 2.893, -1.331)
C (-5.201, 2.748, -2.743)
N (-5.734, 1.545, -3.381)
C (-5.379, 1.467, -4.823)
C (-6.314, 0.513, -5.489)
O (-7.610, 1.012, -5.316)
C (-8.616, 0.121, -5.768)
H (-7.106, 4.312, 0.324)
H (-7.157, 2.610, 0.823)
H (-8.545, 3.353, -0.031)
H (-5.200, 2.061, -0.719)
H (-5.150, 3.823, -0.918)
H (-4.100, 2.752, -2.773)
H (-5.485, 3.623, -3.351)
H (-6.747, 1.617, -3.293)
H (-4.364, 1.054, -4.855)
H (-5.376, 2.450, -5.306)
H (-6.243, -0.507, -5.093)
H (-6.084, 0.522, -6.568)
H (-8.263, -0.432, -6.657)
H (-9.464, 0.712, -6.094)
H (-8.847, -0.615, -4.994)
C (1.003, 6.190, -2.122)
C (-0.257, 6.369, -1.243)
C (-1.536, 6.134, -2.051)
O (-2.583, 6.720, -1.293)
C (-3.856, 6.863, -1.880)
N (-0.124, 5.536, -0.044)
H (1.887, 6.352, -1.509)
H (0.962, 6.846, -2.994)
H (1.035, 5.179, -2.526)
H (-0.228, 7.432, -0.985)
H (-1.703, 5.037, -2.119)
H (-1.464, 6.520, -3.072)
H (-3.845, 7.445, -2.810)
H (-4.417, 7.437, -1.145)
H (-4.354, 5.905, -2.085)
H (-0.514, 4.606, -0.231)
H (-0.779, 5.888, 0.660)
C (-0.811, 2.970, -4.711)
C (-1.822, 2.642, -5.758)
C (-2.604, 3.879, -6.156)
O (-3.515, 4.126, -5.136)
C (-3.985, 5.451, -5.112)
N (-1.142, 2.017, -6.909)
H (-0.205, 2.121, -4.413)
H (-1.326, 3.391, -3.846)
H (-0.159, 3.762, -5.100)
H (-2.568, 1.941, -5.362)
H (-3.116, 3.739, -7.115)
H (-1.889, 4.716, -6.218)
H (-4.404, 5.731, -6.097)
H (-3.275, 6.241, -4.856)
H (-4.839, 5.418, -4.436)
H (-1.628, 2.178, -7.786)
H (-0.212, 2.420, -6.995)

Here are the Löwdin charges for atoms 1 to 5, given in e: C -0.05; C -0.47; C -0.05; O -0.07; H 0.07

***

No. 2
Computed, not measured: C59H45IN3O6P2Ti as an isolated structure, with ωB97M-V with the def2-TZVPD basis set.

Values from the calculation:
- Orbital gap (spin up / spin down): 5.27 / 5.21 eV
- DFT total energy: -4721.001528 Eh
- Spin multiplicity: 2
- HOMO energy (spin up / spin down): -6.4 / -6.4 eV
- Molecular weight: 1128.74 g mol⁻¹
- E_LUMO (spin up / spin down): -1.09 / -1.14 eV
- Energy above the lowest of the compared OMol25 structures with the same formula, charge and spin: 0.0 kJ/mol

CARTESIAN COORDINATES (ANGSTROEM)
Ti (-0.456, 1.172, -0.522)
C (-2.653, 3.944, -3.099)
C (-1.505, 4.638, -2.489)
N (-1.208, 5.880, -2.905)
C (-0.226, 6.488, -2.241)
C (0.604, 5.894, -1.333)
C (1.634, 6.711, -0.652)
O (1.388, 6.734, 0.796)
C (0.398, 4.517, -1.022)
C (1.175, 3.785, -0.004)
N (0.888, 2.625, 0.468)
C (1.600, 2.274, 1.678)
C (1.518, 3.026, 2.835)
C (2.161, 2.630, 4.003)
C (2.865, 1.450, 4.026)
C (2.861, 0.670, 2.858)
C (2.306, 1.055, 1.659)
I (2.322, -2.770, 4.211)
C (-0.739, 3.890, -1.508)
O (-1.166, 2.733, -1.100)
H (-3.180, 4.542, -3.854)
H (-3.357, 3.543, -2.313)
H (-2.364, 3.034, -3.578)
H (-0.024, 7.464, -2.574)
H (1.643, 7.772, -1.085)
H (2.658, 6.345, -0.760)
H (0.973, 7.567, 1.066)
H (1.998, 4.319, 0.447)
H (0.934, 3.955, 2.836)
H (2.055, 3.264, 4.883)
H (3.473, 1.147, 4.904)
H (3.302, -0.340, 2.934)
O (1.090, -0.084, -0.051)
C (2.204, 0.084, 0.559)
C (3.339, -0.760, 0.232)
C (4.643, -0.242, 0.252)
C (5.730, -1.010, -0.071)
C (5.580, -2.317, -0.520)
C (4.278, -2.864, -0.678)
C (3.174, -2.134, -0.248)
P (1.539, -2.962, -0.177)
C (2.037, -4.731, -0.371)
C (2.029, -5.373, -1.583)
C (2.576, -6.629, -1.688)
C (3.016, -7.335, -0.619)
C (3.053, -6.730, 0.603)
C (2.513, -5.420, 0.724)
C (0.827, -2.550, -1.849)
C (-0.592, -2.967, -1.939)
C (-1.377, -2.774, -3.022)
C (-0.804, -1.962, -4.137)
C (0.738, -1.727, -4.156)
C (1.453, -1.932, -2.833)
H (4.782, 0.806, 0.639)
H (6.697, -0.567, 0.145)
H (6.360, -2.938, -0.818)
H (4.159, -3.878, -1.029)
H (1.735, -4.904, -2.532)
H (2.678, -7.080, -2.674)
H (3.453, -8.295, -0.834)
H (3.473, -7.167, 1.487)
H (2.604, -4.934, 1.684)
H (-0.993, -3.518, -1.076)
H (-2.405, -3.011, -2.920)
H (-1.080, -2.290, -5.139)
H (1.239, -2.361, -4.921)
H (2.527, -1.713, -2.725)
O (-1.283, 0.555, 1.301)
P (-2.195, -0.012, 2.421)
C (-3.939, 0.222, 2.036)
C (-4.296, 0.046, 0.684)
C (-5.598, 0.360, 0.296)
C (-6.505, 0.816, 1.278)
C (-6.111, 1.101, 2.585)
C (-4.826, 0.808, 2.941)
C (-1.692, 0.885, 3.834)
C (-1.844, 2.275, 3.797)
C (-1.358, 3.092, 4.850)
C (-0.712, 2.458, 5.964)
C (-0.625, 1.073, 5.970)
C (-1.130, 0.291, 4.943)
C (-1.985, -1.710, 2.652)
C (-0.891, -2.348, 2.036)
C (-0.866, -3.718, 2.177)
C (-1.833, -4.471, 2.870)
C (-2.956, -3.802, 3.324)
C (-3.060, -2.417, 3.204)
H (-3.460, -0.238, 0.004)
H (-5.932, 0.146, -0.688)
H (-7.540, 1.020, 1.045)
H (-6.777, 1.599, 3.293)
H (-4.400, 1.143, 3.898)
H (-2.309, 2.692, 2.893)
H (-1.476, 4.174, 4.805)
H (-0.144, 2.989, 6.783)
H (-0.118, 0.612, 6.790)
H (-1.077, -0.785, 5.017)
H (-0.019, -1.924, 1.533)
H (-0.046, -4.235, 1.765)
H (-1.709, -5.532, 2.987)
H (-3.674, -4.391, 3.856)
H (-4.016, -1.968, 3.431)
O (2.317, 0.946, -3.546)
C (1.146, 0.696, -3.548)
N (0.257, 0.901, -2.527)
C (-0.894, 0.183, -2.742)
O (-1.717, 0.074, -1.803)
C (-0.997, -0.404, -4.116)
C (-2.087, 0.101, -4.969)
C (-1.870, 0.334, -6.260)
C (-0.478, 0.194, -6.802)
C (0.616, -0.049, -6.059)
C (0.491, -0.234, -4.588)
H (-3.057, 0.158, -4.574)
H (-2.710, 0.530, -6.919)
H (-0.428, 0.240, -7.909)
H (1.659, -0.161, -6.491)

Here are the Löwdin charges for atoms 1 to 5, given in e: Ti 1.10; C -0.03; C -0.23; N 0.13; C -0.11

***

No. 3
Computed, not measured: C59H46Cl2F12N3O3PPt as an isolated structure, with ωB97M-V with the def2-TZVPD basis set.

Values from the calculation:
- Orbital gap (spin up / spin down): 7.33 / 5.88 eV
- DFT total energy: -5245.388123 Eh
- Spin multiplicity: 3
- HOMO energy (spin up / spin down): -7.7 / -7.7 eV
- Molecular weight: 1369.97 g mol⁻¹
- E_LUMO (spin up / spin down): -0.32 / -1.81 eV
- Energy above the lowest of the compared OMol25 structures with the same formula, charge and spin: 0.0 kJ/mol

CARTESIAN COORDINATES (ANGSTROEM)
Pt (-0.287, -0.143, -0.161)
C (3.234, -4.355, 0.298)
C (1.964, -3.904, -0.335)
C (1.084, -4.535, -1.194)
C (0.053, -3.619, -1.429)
N (0.293, -2.482, -0.754)
N (1.460, -2.689, -0.109)
C (-1.122, -3.905, -2.303)
H (3.888, -4.818, -0.439)
H (3.036, -5.088, 1.081)
H (3.746, -3.505, 0.748)
H (1.163, -5.529, -1.600)
H (1.861, -1.993, 0.568)
H (-1.017, -4.906, -2.716)
H (-1.188, -3.207, -3.136)
H (-2.051, -3.857, -1.741)
C (-0.790, 8.338, -1.127)
C (-0.563, 7.003, -0.480)
C (-1.080, 6.712, 0.776)
C (-0.893, 5.478, 1.378)
C (-1.510, 5.240, 2.731)
C (-0.151, 4.489, 0.703)
C (0.018, 3.180, 1.334)
O (0.562, 2.198, 0.862)
C (0.409, 4.783, -0.561)
C (1.254, 3.792, -1.300)
C (0.187, 6.027, -1.128)
H (-1.539, 8.917, -0.588)
H (-1.111, 8.214, -2.163)
H (0.138, 8.912, -1.146)
H (-1.649, 7.476, 1.294)
H (-2.032, 6.134, 3.066)
H (-0.750, 4.984, 3.471)
H (-2.234, 4.425, 2.694)
H (-0.388, 3.108, 2.356)
H (2.098, 3.476, -0.686)
H (1.622, 4.223, -2.230)
H (0.668, 2.903, -1.528)
H (0.618, 6.251, -2.099)
F (-6.913, 6.665, -1.325)
C (-6.705, 6.044, -0.149)
F (-6.267, 6.997, 0.711)
F (-7.907, 5.648, 0.307)
C (-5.725, 4.917, -0.257)
C (-5.738, 3.897, 0.686)
C (-4.785, 2.898, 0.627)
C (-3.792, 2.920, -0.359)
C (-3.805, 3.944, -1.307)
C (-4.765, 4.937, -1.259)
C (-2.759, 1.932, -0.360)
C (-1.875, 1.103, -0.301)
H (-6.493, 3.890, 1.461)
H (-4.786, 2.096, 1.352)
H (-3.035, 3.974, -2.062)
H (-4.765, 5.732, -1.992)
F (2.492, -2.610, -8.232)
C (2.928, -2.781, -6.973)
F (4.163, -2.239, -6.907)
F (3.081, -4.104, -6.782)
C (2.013, -2.164, -5.955)
C (2.290, -2.343, -4.608)
C (1.475, -1.749, -3.658)
C (0.393, -0.958, -4.040)
C (0.152, -0.760, -5.400)
C (0.942, -1.377, -6.354)
P (-0.601, -0.115, -2.728)
C (-2.278, -0.882, -2.889)
C (-2.934, -1.382, -1.767)
C (-4.205, -1.926, -1.863)
C (-4.826, -1.994, -3.098)
C (-4.188, -1.507, -4.230)
C (-2.928, -0.949, -4.122)
C (-6.208, -2.562, -3.242)
F (-6.652, -3.144, -2.118)
F (-6.268, -3.487, -4.220)
F (-7.100, -1.602, -3.567)
C (-0.905, 1.468, -3.584)
C (-2.155, 2.075, -3.630)
C (-2.313, 3.308, -4.243)
C (-1.216, 3.957, -4.785)
C (0.043, 3.368, -4.735)
C (0.194, 2.134, -4.136)
C (-1.360, 5.303, -5.428)
F (-0.379, 6.147, -5.039)
F (-2.528, 5.897, -5.126)
F (-1.289, 5.235, -6.773)
H (3.141, -2.938, -4.304)
H (1.702, -1.889, -2.611)
H (-0.639, -0.102, -5.728)
H (0.729, -1.239, -7.405)
H (-2.446, -1.358, -0.806)
H (-4.703, -2.307, -0.983)
H (-4.678, -1.562, -5.194)
H (-2.454, -0.564, -5.012)
H (-3.010, 1.594, -3.175)
H (-3.289, 3.772, -4.284)
H (0.898, 3.887, -5.147)
H (1.176, 1.682, -4.077)
Cl (2.310, 0.471, -1.186)
C (3.952, 1.036, -1.179)
C (4.620, 1.155, -2.388)
C (5.929, 1.604, -2.401)
C (6.570, 1.929, -1.217)
C (5.888, 1.815, -0.016)
Cl (6.694, 2.200, 1.460)
C (4.562, 1.372, 0.036)
N (3.900, 1.188, 1.255)
C (3.246, 2.174, 1.970)
C (3.423, 3.522, 1.638)
C (2.820, 4.523, 2.375)
C (2.015, 4.198, 3.456)
C (1.804, 2.863, 3.767)
C (2.389, 1.833, 3.042)
C (2.086, 0.406, 3.465)
C (1.609, -0.475, 2.298)
O (2.502, -1.144, 1.710)
O (0.392, -0.478, 1.989)
H (4.111, 0.904, -3.309)
H (6.455, 1.708, -3.340)
H (7.596, 2.266, -1.216)
H (3.581, 0.234, 1.410)
H (4.046, 3.774, 0.789)
H (2.976, 5.560, 2.108)
H (1.560, 4.976, 4.056)
H (1.159, 2.607, 4.599)
H (1.307, 0.427, 4.224)
H (2.981, -0.065, 3.879)

Here are the Löwdin charges for atoms 1 to 5, given in e: Pt 0.95; C 0.00; C -0.29; C 0.01; C -0.34